# 1
127
Properties=species:S:1:pos:R:3:forces:R:3:mulliken_charge:R:1 method="wB97M-V/def2-TZVPD" mol_weight_g_mol=1289.142 lumo_ev=3.128 total_charge=-2 homo_lumo_gap_ev=6.23
Cs 0.1017 -0.4294 0.4215 0.421 -0.058 0.541 1.6580
C -1.2203 3.0121 2.7824 -0.015 0.005 0.020 -0.8272
C -1.4716 3.7782 1.4840 -0.010 -0.008 -0.003 -1.1831
S -1.2933 2.7463 0.0054 -0.101 0.054 -0.032 0.4475
C -0.2075 3.7142 -1.0709 0.051 -0.049 0.003 -0.5713
C 1.1143 4.1855 -0.4712 -0.039 -0.015 0.030 -1.2072
S 2.1616 2.8306 0.1209 -0.031 -0.066 -0.014 0.1164
C 2.6385 3.3870 1.7704 0.023 0.025 -0.019 0.6832
C 1.5243 3.6361 2.7819 0.042 -0.037 0.002 -1.1261
S 0.3989 2.2285 3.0051 -0.045 0.089 -0.022 0.0379
H -1.9255 2.1811 2.8624 0.007 -0.003 -0.009 0.3116
H -1.4231 3.6810 3.6233 0.011 -0.008 0.007 0.4699
H -0.8027 4.6339 1.4034 0.006 -0.002 -0.013 0.4708
H -2.4879 4.1781 1.5204 0.001 0.003 -0.003 0.5497
H -0.7495 4.5747 -1.4716 -0.006 0.001 0.004 0.5370
H -0.0235 3.0160 -1.8927 0.002 -0.008 0.002 -0.0624
H 0.9427 4.8737 0.3575 0.019 -0.004 -0.003 0.4040
H 1.6514 4.7503 -1.2369 0.007 -0.008 -0.007 0.5580
H 3.2646 4.2803 1.6960 0.008 0.005 -0.015 0.3815
H 3.2813 2.5830 2.1419 -0.002 0.009 -0.017 -0.8448
H 0.9291 4.5099 2.5164 -0.012 0.010 -0.005 0.5098
H 1.9995 3.8511 3.7409 -0.007 -0.006 0.000 0.5245
C -7.6423 1.3152 -0.3502 0.002 -0.006 -0.009 -0.4649
C -7.4860 -0.0395 -0.6066 -0.014 0.006 0.009 -0.7463
C -6.2191 -0.5787 -0.7885 0.004 -0.006 -0.002 -0.2294
C -5.0906 0.2299 -0.7123 0.009 -0.004 0.048 0.4392
C -5.2550 1.5864 -0.4397 0.001 0.024 0.011 -0.3080
C -6.5207 2.1292 -0.2679 0.008 -0.009 -0.004 -0.6354
As -3.2367 -0.4000 -0.9526 -0.042 -0.073 -0.224 -0.0208
C -3.6212 -2.2132 -1.5440 -0.070 -0.003 0.018 0.3181
C -3.8371 -3.3195 -0.7374 -0.010 0.023 -0.049 -0.2848
C -4.0762 -4.5586 -1.3194 -0.005 -0.009 0.012 -0.6845
C -4.0733 -4.6906 -2.7023 0.002 -0.016 0.000 -0.8174
C -3.8410 -3.5887 -3.5124 0.010 0.024 -0.004 -0.3330
C -3.6223 -2.3406 -2.9381 -0.013 -0.028 0.025 0.7082
C -3.3752 -1.0860 -3.6730 0.017 0.015 -0.007 0.9594
C -3.2919 -0.9536 -5.0551 -0.008 0.010 -0.004 -0.5635
C -3.0250 0.2873 -5.6143 -0.005 -0.015 -0.009 -0.8751
C -2.8389 1.3982 -4.8007 -0.008 0.006 0.018 -0.7570
C -2.9143 1.2700 -3.4195 0.004 -0.001 -0.004 -0.3599
C -3.1884 0.0342 -2.8583 0.016 0.015 -0.006 -0.1536
H -8.6317 1.7331 -0.2082 0.000 -0.001 0.002 0.3432
H -8.3547 -0.6848 -0.6633 -0.005 0.002 0.003 0.3785
H -6.1123 -1.6378 -0.9885 0.003 -0.001 -0.005 0.3467
H -4.3804 2.2260 -0.3619 0.000 -0.004 -0.002 0.2322
H -6.6306 3.1876 -0.0620 0.001 0.001 0.003 0.4121
H -3.8093 -3.2236 0.3388 0.011 0.025 0.108 0.0679
H -4.2457 -5.4242 -0.6901 -0.003 0.004 -0.002 0.4230
H -4.2407 -5.6624 -3.1522 -0.002 0.001 0.002 0.3178
H -3.8298 -3.7051 -4.5899 -0.001 0.002 0.000 0.3650
H -3.4108 -1.8177 -5.6984 0.001 0.002 0.003 0.3204
H -2.9385 0.3849 -6.6899 -0.001 -0.003 0.001 0.3857
H -2.6083 2.3599 -5.2433 -0.001 0.001 0.000 0.3847
H -2.7290 2.1263 -2.7810 -0.001 0.003 0.004 0.2833
O -0.0071 0.5300 -2.3064 0.005 0.053 -0.153 -0.7775
C -0.1385 -0.6327 -2.7542 0.073 0.035 -0.241 -0.5565
O -0.6228 -1.6225 -2.1526 -0.024 0.048 -0.033 0.1439
C 0.3413 -0.8853 -4.1803 -0.090 0.032 -0.036 0.1353
C 0.0578 -2.0934 -4.8079 0.011 -0.013 0.021 0.3081
C 0.4680 -2.3225 -6.1130 0.002 0.012 -0.013 -1.1576
C 1.1701 -1.3413 -6.8028 -0.005 -0.010 0.004 -0.4789
C 1.4551 -0.1324 -6.1811 -0.005 0.004 0.006 -0.6920
C 1.0369 0.0944 -4.8767 0.008 0.000 -0.006 -0.1292
H -0.4992 -2.8368 -4.2500 -0.004 -0.009 0.001 0.3630
H 0.2398 -3.2660 -6.5956 0.001 -0.001 0.000 0.4016
H 1.4950 -1.5186 -7.8216 -0.001 -0.003 -0.002 0.3760
H 2.0047 0.6338 -6.7155 0.000 0.003 -0.001 0.4121
H 1.2376 1.0309 -4.3729 -0.002 0.002 0.008 0.3968
C 3.6246 -5.0757 0.8710 0.008 -0.002 0.009 -1.2587
C 2.1662 -5.3684 0.5264 -0.032 -0.004 0.001 -0.7130
P 1.3340 -3.8920 -0.2096 0.003 0.020 -0.054 0.2049
C -0.3912 -4.4969 -0.4437 -0.035 0.045 0.033 1.4621
C -0.6385 -5.7314 -1.3043 0.007 -0.008 -0.006 -1.4690
C 1.9979 -3.8615 -1.9451 0.036 0.025 0.004 0.7447
C 2.4758 -5.1560 -2.5992 -0.009 -0.015 -0.010 -1.4753
H 4.1098 -5.9394 1.3312 -0.001 -0.002 0.004 0.4331
H 3.7008 -4.2370 1.5644 0.002 0.008 -0.002 0.3155
H 4.2015 -4.8109 -0.0179 0.005 0.004 -0.016 0.1773
H 1.6072 -5.5985 1.4381 -0.003 0.002 0.003 0.4387
H 2.0916 -6.2448 -0.1233 -0.002 0.009 -0.007 0.3748
H -0.9381 -3.6423 -0.8520 0.015 -0.018 -0.004 -0.9469
H -0.7813 -4.6430 0.5683 0.011 0.000 -0.013 0.0416
H -0.3954 -5.5360 -2.3503 -0.016 0.001 0.004 0.1728
H -1.6924 -6.0139 -1.2693 -0.001 0.000 0.008 0.3500
H -0.0516 -6.5914 -0.9719 0.005 -0.001 -0.004 0.4307
H 2.8148 -3.1337 -1.9557 0.007 -0.003 0.001 0.2722
H 1.1981 -3.3945 -2.5271 -0.013 -0.012 -0.006 -0.7045
H 3.3311 -5.5810 -2.0704 0.014 0.000 0.012 0.2845
H 2.7900 -4.9669 -3.6292 0.000 0.004 -0.002 0.4472
H 1.6981 -5.9188 -2.6246 0.020 0.014 0.001 0.2590
F -5.0916 -4.8636 5.0896 0.009 0.003 0.004 -0.3547
C -4.2822 -4.1159 4.3019 0.023 -0.016 0.023 0.6019
C -4.7333 -2.9385 3.7336 -0.020 0.022 -0.033 0.1154
F -5.9995 -2.5399 3.9684 0.001 0.010 0.005 -0.3502
C -3.9082 -2.1821 2.9282 -0.002 0.012 -0.070 0.3008
F -4.4095 -1.0511 2.3821 -0.014 -0.022 0.015 -0.3625
C -2.5661 -2.5370 2.6135 0.001 -0.059 0.040 -0.2202
O -1.8255 -1.8574 1.8445 -0.138 -0.083 0.101 -0.1633
C -2.1558 -3.7492 3.2404 -0.062 0.007 -0.055 0.0295
F -0.9017 -4.1951 3.0191 0.038 -0.001 0.013 -0.3814
C -2.9787 -4.5078 4.0441 -0.027 0.003 0.018 0.2146
F -2.5208 -5.6514 4.5913 0.007 -0.009 -0.002 -0.3402
S 7.7863 0.8623 4.1159 -0.001 0.006 0.010 -0.5700
P 6.2165 0.9595 2.9081 0.009 -0.050 -0.017 0.9944
S 4.3732 0.7825 3.6266 0.012 0.020 0.062 -0.5786
C 6.4370 -0.2412 1.5288 -0.011 -0.002 -0.003 -0.1801
C 7.7038 -0.4401 0.9845 0.006 -0.005 -0.006 -0.3620
C 7.8785 -1.2948 -0.0934 -0.002 0.013 0.010 -0.5934
C 6.7884 -1.9644 -0.6372 0.002 0.001 -0.004 -0.6467
C 5.5265 -1.7798 -0.0929 -0.016 0.005 -0.008 -0.3417
C 5.3530 -0.9232 0.9879 0.013 0.009 0.014 -0.4025
C 6.2940 2.5493 1.9785 -0.013 -0.024 -0.049 0.2176
C 5.7736 2.6582 0.6917 0.008 0.015 0.024 -0.4049
C 5.7788 3.8767 0.0269 -0.011 0.020 0.009 -0.4941
C 6.2953 5.0056 0.6476 -0.011 -0.006 -0.021 -0.4323
C 6.8121 4.9055 1.9336 0.007 -0.019 0.023 -0.5602
C 6.8185 3.6834 2.5906 -0.007 0.027 0.011 -0.5086
H 8.5486 0.0723 1.4289 0.003 0.002 -0.001 0.3425
H 8.8683 -1.4430 -0.5094 0.002 0.002 0.000 0.3514
H 6.9243 -2.6311 -1.4807 0.000 -0.002 -0.001 0.3817
H 4.6709 -2.3008 -0.5055 -0.008 -0.015 0.005 0.6611
H 4.3744 -0.7762 1.4290 -0.004 0.002 -0.003 0.3306
H 5.3498 1.7889 0.2037 -0.009 -0.012 -0.003 0.4069
H 5.3604 3.9409 -0.9699 -0.003 0.005 -0.005 0.3994
H 6.2970 5.9587 0.1313 -0.001 0.002 -0.002 0.3526
H 7.2196 5.7822 2.4242 0.001 0.002 0.000 0.3630
H 7.2408 3.5855 3.5835 0.001 0.003 0.000 0.3079

# 2
125
Properties=species:S:1:pos:R:3:forces:R:3:mulliken_charge:R:1 method="wB97M-V/def2-TZVPD" mol_weight_g_mol=946.070 lumo_ev=-0.007 total_charge=0 homo_lumo_gap_ev=7.83
O 3.3777 -4.7624 7.1136 -1.979 3.174 1.579 -0.5642
C 2.1827 -4.1330 6.5915 -0.475 -3.605 -3.800 0.6078
C 1.4997 -4.8731 5.4955 -2.557 7.985 1.297 -0.9499
C 0.4162 -4.1115 4.7421 4.487 0.462 6.319 -0.6885
C -0.0266 -2.8249 5.1696 3.706 -2.044 2.802 0.6959
O -1.0212 -2.2701 4.5722 -2.333 2.337 -1.161 -0.3448
C 0.6142 -2.1912 6.2963 1.110 0.308 1.332 -0.4195
C 1.7120 -2.8658 6.9563 0.369 -0.749 1.437 -0.3566
H 3.7741 -5.5247 6.7246 -0.570 -0.658 -1.153 0.3070
H 1.8623 -5.7502 5.1795 1.102 -3.206 -1.246 0.4138
H 0.1024 -4.4210 3.8553 -1.629 -1.837 -3.590 0.8121
H -1.4284 -2.8597 3.9407 -0.203 -0.339 -0.322 0.0223
H 0.3981 -1.1228 6.7834 -0.094 -2.587 -1.612 0.2325
H 2.2036 -2.6185 7.9736 -0.986 0.739 -1.913 0.2497
O 5.3330 -0.6816 -1.1283 0.382 0.795 3.306 -0.5642
C 4.7890 -1.0055 -2.2857 -1.991 -0.498 -1.690 0.6090
C 5.6405 -1.6761 -3.1673 -1.123 0.688 -2.661 -0.6688
C 5.1611 -2.0334 -4.5796 -1.710 2.791 6.406 -0.8734
C 3.8486 -1.7891 -4.8882 -0.334 -0.153 2.133 -0.1380
O 3.3974 -2.1875 -6.1327 -0.772 -1.079 -1.298 -0.4731
C 2.9191 -1.1467 -3.8806 0.226 -0.039 -2.621 0.7988
C 3.4112 -0.6566 -2.6465 -2.236 0.371 -0.960 -0.2313
H 4.7680 -0.7001 -0.2933 0.258 0.047 -2.051 0.3893
H 6.7005 -1.6040 -2.8321 -0.844 -0.798 -0.605 0.3283
H 5.7206 -2.4878 -5.2676 2.600 -1.633 -2.403 0.6305
H 3.7646 -3.0328 -6.5734 -0.394 2.115 1.854 0.3002
H 1.8326 -0.9484 -4.3421 2.564 -0.275 1.654 -0.1590
H 2.5414 0.0774 -2.0834 3.195 -2.385 -1.016 0.0486
O -3.8929 1.1401 0.0293 -0.520 -2.404 -1.733 -0.4842
C -4.3277 2.2750 0.4940 -1.274 4.939 2.211 0.0009
C -5.5271 2.9758 0.1647 -0.355 3.002 2.313 -0.7357
C -5.9339 4.3135 0.8135 4.969 -3.103 0.310 -0.7916
C -4.9216 4.8352 1.6562 -1.433 -1.114 -0.560 0.8420
O -5.1063 6.0115 2.2796 -0.426 1.515 0.956 -0.5652
C -3.7780 4.1463 1.9954 0.584 -2.112 -0.913 -0.6715
C -3.4734 2.8611 1.4917 -0.418 2.575 0.131 0.4323
H -3.4114 0.8747 0.7970 1.185 -1.516 0.164 0.2424
H -6.3352 2.6616 -0.4361 -0.188 -1.137 -0.969 0.4515
H -6.8247 4.8907 0.7800 -0.847 -0.164 -0.748 0.4582
H -4.5853 6.0337 3.1051 -0.358 0.041 -0.718 0.3080
H -3.0819 4.6535 2.6439 0.272 -0.085 0.214 0.3138
H -2.4577 2.5275 1.8215 -1.159 -0.398 -0.762 0.4158
O 4.8531 1.2959 5.7907 1.442 1.186 4.254 -0.5712
C 4.3333 1.0143 4.6527 -3.663 -2.678 -3.617 0.4393
C 3.1179 0.3293 4.4492 -0.614 0.138 -3.955 -0.7388
C 2.5867 -0.0738 3.0530 -0.804 -1.485 8.079 0.1504
C 3.4519 0.0627 2.0926 1.827 1.601 -2.964 0.9075
O 3.0816 -0.3895 0.8727 2.835 0.231 -1.780 -0.4328
C 4.6355 0.8396 2.2133 -3.175 -1.207 6.656 -1.1736
C 5.0634 1.2750 3.4836 -0.075 0.389 -0.507 -0.7017
H 4.3259 1.0783 6.5898 0.218 0.056 -1.136 0.3164
H 2.3423 0.0586 5.0989 -0.292 -0.080 1.936 0.4791
H 1.7120 -0.8739 3.1563 1.733 2.189 -0.845 0.0112
H 2.1970 -0.6367 0.9399 -2.449 -0.831 -0.201 0.0649
H 5.2861 1.1144 1.5687 3.617 1.263 -5.369 0.8197
H 5.9662 1.9103 3.6455 -0.611 -0.737 -0.591 0.3339
O -0.3792 -0.4272 -3.0497 2.573 3.555 0.469 0.0315
C -0.3891 -0.1730 -1.6793 -2.211 -4.365 -0.790 0.5396
C -0.9131 -1.1938 -0.9250 -0.739 0.908 6.308 -0.1762
C -1.0463 -0.9363 0.6597 -0.191 -0.136 -4.830 -0.8979
C -0.6534 0.3101 1.1334 0.467 -1.130 0.254 -0.0324
O -0.7769 0.6043 2.4767 -0.228 -3.285 -0.905 -0.5257
C 0.0093 1.2212 0.2827 -0.311 0.148 -0.301 0.3469
C 0.0700 0.9598 -1.0756 1.801 2.850 -2.181 -0.0801
H -0.9369 -1.0621 -3.4349 -1.428 -1.542 0.225 -0.1344
H -1.3682 -2.1415 -1.2133 0.403 0.425 -0.499 0.1990
H -1.6527 -1.6834 1.1911 0.626 0.520 0.107 0.3857
H -0.8705 1.5124 2.5525 0.259 3.071 0.406 -0.2511
H 0.3800 2.1480 0.7502 -0.135 -0.482 -0.563 0.4563
H 0.5252 1.6468 -1.9108 -0.686 -0.696 2.197 -0.0645
C 0.5996 4.5407 5.6277 -4.801 -4.649 -5.402 -0.5147
C -0.6720 3.8556 5.4867 1.882 -0.005 -0.570 -0.9594
C -0.9239 3.2551 4.2117 1.583 1.670 0.755 0.1140
N -0.0837 3.3692 3.1192 1.363 1.146 1.005 -0.1184
C 1.1570 4.0589 3.2544 -4.437 -1.550 4.258 -0.2774
C 1.4249 4.5908 4.5460 0.941 -0.478 -1.613 -0.4995
H 0.7532 5.1614 6.3359 1.353 3.534 5.503 0.6359
H -1.3324 3.7304 6.3784 0.376 0.192 -1.165 0.3574
H -1.8997 2.7749 4.1164 0.408 -0.209 -0.529 0.4102
H 1.8821 4.1385 2.5074 0.487 -0.193 -1.472 0.4251
H 2.3667 5.0267 4.7952 0.713 0.556 -0.607 0.3749
C -2.0315 1.6983 -7.1835 -1.280 -1.106 1.655 -0.2549
C -2.4427 2.9717 -7.6483 1.628 -2.728 4.104 -0.6719
C -2.7499 3.9558 -6.7252 -0.096 -2.355 0.170 -0.0248
N -2.9790 3.6950 -5.4327 2.414 -0.386 0.737 -0.6212
C -2.4920 2.4867 -4.9532 -4.123 0.016 -0.014 -0.2681
C -2.1913 1.3830 -5.8002 -0.062 6.724 -1.771 -0.3029
H -1.7009 0.8196 -7.7434 -0.199 0.730 -0.711 0.3438
H -2.2140 3.2627 -8.5705 0.551 0.947 -3.924 0.4484
H -2.7187 4.8883 -7.2113 -0.957 1.798 0.514 0.3521
H -2.8648 2.2659 -3.8573 1.317 0.551 -2.069 0.2795
H -2.2009 0.5364 -5.2898 0.764 -4.241 1.354 0.7324
C -0.1677 -3.5911 -3.8974 3.268 1.302 1.641 0.0520
C 0.0231 -3.0669 -5.1526 0.063 -0.312 -1.387 -0.0138
C -1.1068 -2.8000 -5.9195 -1.020 3.671 -0.436 -0.2832
N -2.3888 -2.8386 -5.3832 0.835 -1.022 -1.533 -0.5789
C -2.6082 -3.5541 -4.2605 7.248 1.654 -2.889 -0.4279
C -1.4420 -3.9142 -3.5331 -2.298 -0.108 1.762 -0.2372
H 0.8435 -3.3991 -3.1992 -3.119 -1.374 -1.391 0.0421
H 1.0356 -2.8540 -5.5158 -0.520 0.055 0.015 0.3216
H -0.9214 -2.0135 -6.8752 -0.880 -2.642 2.389 0.2028
H -3.5456 -3.7027 -3.9859 -3.996 -0.632 1.487 0.5785
H -1.7039 -4.2309 -2.5362 0.513 -0.501 0.354 0.4454
C -5.0171 -3.4726 4.6565 0.932 0.004 -2.287 -0.0924
C -4.7124 -3.1880 3.2585 -0.261 0.023 2.259 -0.1851
C -3.5991 -3.9965 2.8378 -2.731 3.892 -2.706 -0.3313
N -2.8772 -4.8070 3.5853 1.372 1.206 -6.810 -0.5474
C -3.1896 -5.0631 4.7447 -2.984 0.692 5.181 -0.1180
C -4.2871 -4.3990 5.3800 0.389 0.252 -2.460 -0.7738
H -5.8432 -3.0234 5.1595 -0.462 0.472 0.116 0.4029
H -5.3749 -2.2845 2.7459 2.236 -2.908 0.797 0.2477
H -3.3944 -3.7914 1.7511 0.644 -0.851 1.077 0.3908
H -2.5002 -5.7490 5.0794 0.858 -1.626 2.413 0.5648
H -4.7544 -4.5253 6.2873 0.086 -1.049 2.401 0.4552
C 1.2809 1.0412 -6.0737 -3.524 2.704 4.018 0.9124
C 2.2148 0.8713 -6.9992 2.296 -0.432 -1.179 -0.6270
C 3.2550 1.8042 -7.1192 0.520 1.526 1.915 -0.2622
N 3.5091 2.8958 -6.2829 -3.306 -3.154 -1.768 -0.6659
C 2.4266 3.0519 -5.4466 -0.203 -3.858 -2.905 -0.8600
C 1.2811 2.2478 -5.2670 2.766 -0.786 -2.159 -0.1950
H 0.4256 0.4394 -5.7407 0.624 -0.668 -0.898 -0.0102
H 2.3879 -0.0770 -7.4970 -0.437 0.139 -0.287 0.2375
H 4.0012 1.5430 -7.8211 0.902 0.151 -0.666 0.4415
H 2.6607 3.7123 -4.7852 0.675 4.568 4.123 0.6019
H 0.6146 2.4799 -4.4523 -0.308 -0.197 -0.167 0.4194